{"formula": "C42H58Br2N7O2", "method": "ωB97M-V with the def2-TZVPD basis set", "max_force_ha_per_bohr": 0.0836, "e_lumo_ev": -10.676, "charge": 5, "total_energy_ev": -199059.262, "orbital_gap_ev": 5.21, "de_lowest_kcal_mol": 10.5, "species": ["C", "H", "C", "C", "C", "H", "H", "H", "H", "O", "H", "H", "H", "H", "C", "C", "N", "H", "C", "H", "H", "N", "H", "Br", "H", "H", "H", "C", "C", "C", "H", "H", "H", "C", "C", "H", "C", "H", "C", "H", "H", "C", "N", "H", "C", "C", "H", "C", "H", "C", "H", "H", "N", "C", "H", "H", "H", "C", "H", "H", "C", "C", "H", "C", "H", "H", "H", "H", "H", "H", "C", "H", "C", "H", "C", "H", "H", "O", "H", "C", "H", "H", "H", "H", "H", "C", "N", "C", "C", "C", "C", "C", "C", "H", "N", "H", "H", "C", "H", "Br", "H", "C", "C", "C", "C", "N", "C", "H", "H", "H", "C"], "coordinates": [[13.24236, 16.03476, 16.68500], [12.70186, 17.34510, 18.86304], [11.98445, 13.69163, 11.45759], [7.89692, 6.78117, 21.96315], [17.70407, 20.39972, 21.08450], [11.70649, 8.56582, 16.40657], [10.26404, 8.41138, 15.33769], [23.11134, 14.95114, 5.44663], [18.21244, 21.93100, 23.16959], [10.88133, 14.55173, 11.11585], [15.49801, 22.07312, 18.44509], [16.55191, 11.68492, 13.46136], [5.51580, 3.80861, 21.64326], [8.62997, 15.19000, 14.20996], [8.54270, 6.70394, 19.50738], [9.74070, 7.39812, 19.70875], [16.96398, 12.21464, 11.48910], [11.26961, 8.60179, 18.79000], [18.53432, 11.80586, 9.71940], [12.02930, 12.82251, 10.71284], [18.77272, 23.19699, 21.94423], [9.90744, 7.99575, 17.42381], [19.01465, 15.85204, 8.73119], [14.96908, 16.00888, 13.49631], [17.83227, 15.06064, 10.01498], [17.14879, 23.08979, 22.70533], [18.27360, 19.93977, 21.93776], [9.35380, 14.57024, 13.73524], [16.23103, 20.17132, 19.22936], [16.71358, 22.26892, 20.21954], [8.99161, 14.52724, 12.64070], [13.75105, 15.84524, 15.74831], [7.22414, 6.12590, 17.85551], [16.05163, 11.81145, 12.55353], [8.79001, 7.34202, 17.14454], [5.32926, 3.66815, 23.91989], [15.84670, 18.73152, 17.12202], [11.59995, 14.84870, 9.21019], [11.74876, 13.13166, 12.87655], [16.43149, 14.26505, 11.76596], [21.67364, 12.91141, 5.96924], [16.08701, 21.55317, 19.20958], [21.29192, 14.95077, 6.46753], [9.91813, 15.50700, 9.47789], [7.93459, 12.74008, 14.23740], [8.07750, 6.70042, 18.15624], [15.27350, 12.60769, 12.64887], [10.34193, 8.04920, 18.68236], [22.54874, 16.53288, 5.98403], [17.95832, 22.53398, 22.29587], [12.71706, 14.66481, 13.92400], [4.65138, 5.23859, 24.26278], [6.35741, 5.17347, 22.90085], [7.25739, 6.18667, 23.02614], [16.44952, 23.30041, 20.25699], [8.41700, 7.22216, 16.13552], [7.27013, 6.72362, 23.96394], [19.67075, 15.17585, 8.22252], [10.73689, 15.75511, 14.85668], [12.15026, 16.25733, 16.45958], [10.75614, 15.18261, 13.93993], [19.54842, 13.76468, 8.45216], [19.14155, 11.03470, 9.26491], [17.79700, 14.02412, 10.18231], [13.32474, 15.16410, 17.33161], [16.76843, 18.98700, 16.56429], [10.25742, 13.74338, 9.26874], [15.69628, 10.85523, 12.35515], [6.15578, 4.72051, 25.03731], [17.21638, 18.52425, 20.24764], [5.54993, 4.66985, 24.14031], [10.83803, 12.57485, 13.00030], [20.51842, 15.74053, 7.24799], [20.34481, 11.92783, 7.49037], [14.34434, 18.73731, 18.99655], [10.09767, 7.41076, 20.71725], [12.91738, 14.26949, 11.36929], [9.25013, 13.26642, 14.35878], [17.41705, 10.29213, 10.72787], [7.74134, 6.24973, 20.68126], [20.68125, 16.83618, 7.16317], [7.84359, 11.96502, 14.98509], [10.92597, 15.85990, 13.13389], [14.03165, 19.13890, 19.90840], [12.56616, 12.38448, 13.05469], [10.64098, 8.73897, 16.27733], [17.45987, 21.69745, 21.21279], [17.10783, 19.60014, 20.19995], [18.62937, 13.20188, 9.48806], [15.02478, 17.77592, 16.49931], [15.49144, 19.24844, 18.38378], [17.01719, 13.56245, 11.18735], [6.84492, 5.20126, 20.56273], [7.76328, 12.28315, 13.26923], [11.81490, 14.12462, 13.95591], [6.58487, 4.87246, 19.60079], [8.35843, 7.71756, 22.16418], [21.16091, 13.59488, 6.61480], [10.44513, 9.87608, 16.45204], [12.56376, 11.51811, 15.59948], [11.72908, 13.54876, 14.84906], [10.63806, 14.67571, 9.74984], [22.27693, 15.59636, 5.53956], [13.58031, 17.74167, 18.40087], [17.60042, 11.34636, 10.62579], [13.96276, 17.24318, 17.20277], [20.38595, 12.96014, 7.62763], [7.12575, 13.43331, 14.44528], [15.31720, 17.34628, 15.53287], [21.77318, 15.58604, 4.56401], [6.18149, 4.67554, 21.68574]], "forces_ev_per_angstrom": [[-0.873, 0.773, -1.025], [-0.305, -0.331, 0.090], [-1.244, -0.349, -0.610], [-0.520, -0.712, 0.018], [1.629, -0.871, 3.883], [-0.091, -0.027, -0.150], [-0.289, -0.335, -0.526], [0.935, -0.532, 0.126], [0.627, -0.254, -0.487], [0.183, -0.360, 0.778], [0.204, -0.189, 0.500], [1.091, 0.325, 1.498], [0.111, 0.426, -0.330], [-0.524, 0.846, 0.525], [-0.623, 1.468, -1.598], [-1.354, -0.695, 0.685], [0.246, 1.469, -2.428], [-0.120, -0.002, 0.235], [-0.442, 0.646, 0.232], [-0.055, 0.942, 1.070], [-0.433, -0.530, 0.321], [0.096, 0.629, -1.660], [0.090, 0.352, 0.275], [-0.133, -0.429, -0.166], [-0.278, 1.095, -0.071], [-0.765, 0.865, -0.204], [-0.317, 0.634, -1.099], [-0.650, -1.116, -1.280], [1.796, 0.130, 0.791], [-0.498, -0.334, 0.236], [1.092, -0.120, 1.463], [-0.103, -0.427, -0.299], [-0.465, 0.047, -0.015], [-0.777, 1.634, -0.473], [-1.139, -1.376, 0.807], [-0.393, -1.362, -0.172], [-0.190, -0.045, -0.374], [-0.528, 0.306, 0.242], [1.848, -0.830, -1.648], [-0.219, -0.186, 0.452], [0.575, 0.306, -0.549], [0.450, -0.378, 0.099], [-0.547, -1.086, 1.182], [0.898, -0.896, 0.829], [0.181, -0.471, 0.311], [0.760, -0.318, 1.044], [0.510, -0.961, 0.028], [1.792, 0.548, -0.439], [0.056, 0.537, -0.287], [0.834, 0.114, 0.757], [-0.261, -0.858, 0.132], [-0.384, 0.508, -0.215], [0.740, 0.663, 1.272], [-1.192, 1.018, 0.327], [0.470, 0.772, 0.493], [0.380, 0.437, -0.111], [0.128, -0.457, 0.322], [0.094, -0.898, -0.822], [0.444, -0.214, 0.405], [1.444, -0.009, 0.546], [-1.597, -1.125, -0.326], [1.487, 0.698, -1.093], [-0.033, 0.280, -0.397], [0.255, 0.091, 0.233], [0.171, 0.294, 0.295], [-0.725, 0.171, 0.579], [-0.055, 0.344, 0.637], [-1.161, -1.522, -0.717], [0.290, 0.157, -0.142], [0.228, 0.116, 0.034], [1.414, 0.839, -1.097], [-0.421, 0.040, -0.217], [0.025, -0.374, 1.011], [-0.096, -1.599, 0.473], [-0.319, -0.701, -1.627], [0.685, 0.347, 0.177], [-0.040, -0.150, 0.184], [-0.043, 1.151, -0.296], [-0.077, -0.187, 0.385], [0.262, -0.819, -0.111], [-0.382, -0.967, -0.040], [0.101, -0.300, 0.189], [0.356, 0.386, -0.590], [-0.477, 0.407, 1.345], [-0.658, 0.790, 0.152], [-0.402, 2.041, 2.542], [-1.221, 1.083, -2.522], [-1.827, -0.354, -2.418], [0.980, -1.653, -1.136], [0.112, -0.178, 1.864], [-0.840, -1.432, -1.028], [-0.332, -1.610, 1.029], [-0.371, 0.204, 1.400], [0.050, 0.059, -0.396], [0.073, 1.159, 0.894], [-0.208, -0.956, -0.948], [0.752, 0.381, 0.057], [-0.584, 0.093, 1.377], [0.425, -2.058, -0.508], [0.035, 0.030, 0.306], [0.555, 0.263, -0.680], [0.296, 0.098, -2.270], [-1.585, -1.127, -0.411], [1.497, 0.808, -0.530], [0.135, 1.030, 1.342], [0.053, 0.123, -0.138], [-0.329, 3.581, -1.315], [0.113, 0.564, -0.037], [-0.544, -0.134, 0.176], [0.314, 0.773, 0.190], [-0.328, -0.685, -0.817]]}